No. 1
12
Properties=species:S:1:pos:R:3:mulliken_charge:R:1 method="wB97M-V/def2-TZVPD" total_charge=-1 fmax_ha_per_bohr=0.0915 lumo_ev=4.193 orbital_gap_ev=9.084 de_lowest_ev=1.201 homo_energy_ev=-4.891
C -1.408 -0.568 0.065 -1.293
C -0.162 0.253 -0.545 0.264
O 2.272 1.027 0.257 -0.766
O 2.026 -1.513 -0.206 -0.722
O -0.439 1.590 -0.401 -0.540
P 1.395 -0.199 0.236 0.561
H -2.328 -0.357 -0.403 0.375
H -1.115 -1.573 -0.050 0.361
H -1.542 -0.274 1.092 0.317
H -0.020 -0.018 -1.736 0.161
H 0.455 1.836 0.159 0.359
H 0.866 -0.204 1.532 -0.077


No. 2
13
Properties=species:S:1:pos:R:3:mulliken_charge:R:1 method="wB97M-V/def2-TZVPD" total_charge=-1 fmax_ha_per_bohr=0.0767 lumo_ev=3.304 orbital_gap_ev=8.352 de_lowest_ev=0.444 homo_energy_ev=-5.047
C 1.238 0.880 0.260 -0.753
C -1.378 -0.382 -0.426 -0.507
O -1.248 1.651 1.477 -0.721
O -2.002 2.258 -0.974 -0.794
O 0.364 1.540 -0.535 -0.345
P -1.202 1.457 0.020 0.889
S -2.902 -1.087 0.218 -0.245
H 1.743 1.565 0.982 0.202
H 1.947 0.569 -0.473 0.261
H 0.876 0.063 0.907 0.365
H -1.627 -0.572 -1.536 0.255
H -0.466 -0.825 -0.148 0.341
H -3.082 -2.155 -0.413 0.051


No. 3
12
Properties=species:S:1:pos:R:3:mulliken_spin:R:1 method="wB97M-V/def2-TZVPD" spin_multiplicity=3 fmax_ha_per_bohr=0.1482 lumo_ev="0.670 / -4.166" orbital_gap_ev="4.491 / 7.164" de_lowest_ev=4.673 homo_energy_ev="-3.820 / -11.331"
C -1.712 -0.878 -0.078 0.083
C 1.727 0.977 0.059 0.094
O 1.376 -1.461 -0.922 0.274
O 0.677 -0.987 1.407 0.073
O -0.658 -0.093 -0.504 0.706
S 0.872 -0.548 0.082 0.618
H -2.508 -0.158 -0.149 0.061
H -1.536 -1.115 0.907 -0.023
H -1.961 -1.627 -0.923 0.076
H 1.577 1.381 -0.960 -0.014
H 1.299 1.696 0.798 0.003
H 2.704 1.034 0.528 0.050


No. 4
12
Properties=species:S:1:pos:R:3:mulliken_charge:R:1 method="wB97M-V/def2-TZVPD" fmax_ha_per_bohr=0.0340 lumo_ev=0.578 orbital_gap_ev=11.046 de_lowest_ev=0.468 homo_energy_ev=-10.467
O -3.299 3.248 3.747 -0.621
H -2.525 3.159 4.349 0.321
H -4.051 3.473 4.341 0.303
O -0.567 1.429 2.303 -0.499
O -0.171 3.424 1.346 -0.470
O 0.000 0.000 0.000 -0.469
C -0.232 2.041 1.332 0.651
C 0.188 1.392 -0.046 -0.433
H -0.620 3.614 2.215 0.326
H 0.858 -0.282 0.380 0.324
H 1.266 1.609 -0.176 0.271
H -0.363 1.933 -0.839 0.296